No. 1
Below is a 12-piece molecular cluster, C42H84Br4O18 overall in a non-equilibrium geometry, with properties calculated with ωB97M-V/def2-TZVPD.

For the frontier orbital gap, the calculation gives 9.758 eV. The SMILES is CCOC(C)=O.CCOC(C)=O.CCOC(C)=O.CCOC(C)=O.CCOC(C)=O.CCOC(C)=O.CCOC(C)=O.CCOC(C)=O.CC(C)=O.CC(C)=O.BrCCBr.BrCCBr. The molar mass comes out at 1196.732 u. The value obtained for the electronic energy is -13300.901367 a.u. The HOMO energy comes out at -9.57 eV. The relative energy (zero: lowest compared OMol25 entry of this formula, charge and spin) comes out at 160.31 kcal/mol.

Structure (ORCA input):
```
! wB97M-V def2-TZVPD RIJCOSX def2/J DEFGRID3
* xyz 0 1
C 6.49607 7.28874 7.94209
C 7.75340 7.43994 8.84002
O 8.81839 6.55328 8.44834
C 9.76436 6.23959 9.25694
C 10.55610 5.14503 8.59577
O 10.06066 6.66977 10.34083
H 6.47681 8.01355 7.12823
H 5.63318 7.45992 8.58569
H 6.46999 6.31961 7.44388
H 8.01479 8.48725 8.68866
H 7.40948 7.09335 9.81454
H 10.15996 4.14346 8.76317
H 11.59483 5.04548 8.91077
H 10.72118 5.28388 7.52733
C -9.63564 1.47178 -2.96837
C -8.30760 1.01202 -2.33460
O -7.28968 1.94584 -2.56313
C -6.96118 2.89752 -1.63504
C -5.74178 3.69380 -2.06060
O -7.42182 3.10206 -0.45318
H -10.41923 0.92410 -2.44479
H -9.74236 1.41384 -4.05158
H -9.87622 2.49722 -2.68783
H -8.50841 0.88038 -1.27138
H -8.10965 0.07573 -2.85639
H -5.35320 4.37479 -1.30340
H -6.13484 4.33669 -2.84818
H -4.96111 3.18693 -2.62781
C 0.23849 1.80172 3.94375
C -0.62742 1.67753 2.73873
O -0.04120 0.66325 1.77589
C -0.47690 -0.50580 1.59805
C 0.30729 -1.24281 0.49504
O -1.25358 -1.14548 2.26477
H -0.32197 2.30776 4.72981
H 1.02678 2.52428 3.73254
H 0.61046 0.82647 4.25776
H -1.67970 1.49080 2.95304
H -0.52645 2.63269 2.22340
H 0.57061 -2.24426 0.83542
H 1.24352 -0.68837 0.55968
H -0.13156 -1.29738 -0.50122
C -6.03850 -6.00681 -2.10176
C -7.18575 -6.88283 -2.25101
O -7.10756 -7.41811 -3.57938
C -7.82242 -7.09523 -4.64152
C -7.76176 -8.23032 -5.69589
O -8.35612 -6.01939 -4.84787
H -5.94082 -5.38565 -2.99211
H -5.22276 -6.64915 -1.76999
H -6.18893 -5.24956 -1.33232
H -7.27312 -7.62519 -1.45769
H -8.05290 -6.22583 -2.18401
H -8.60538 -8.05771 -6.36418
H -7.78923 -9.17015 -5.14447
H -6.87723 -8.29218 -6.32983
C -2.94010 -13.59092 6.44890
C -4.38389 -13.03461 6.40437
O -4.59884 -11.97408 5.53968
C -3.92376 -10.83200 5.75655
C -4.15261 -9.86140 4.65073
O -3.19142 -10.57052 6.72751
H -2.88183 -14.56013 5.95359
H -2.69069 -13.75819 7.49671
H -2.14381 -13.07300 5.91430
H -5.09048 -13.84868 6.24276
H -4.70947 -12.69338 7.38705
H -4.12364 -10.35197 3.67779
H -3.38643 -9.09386 4.76010
H -5.13128 -9.38731 4.72521
C 2.28564 10.60136 -3.59805
C 2.56535 10.86997 -2.12935
O 1.30982 11.26567 -1.65999
C 0.60486 10.46409 -0.83755
C -0.68921 11.15581 -0.38789
O 0.91425 9.27869 -0.43095
H 3.17515 10.52215 -4.22303
H 1.69854 11.31920 -4.17086
H 1.86290 9.59702 -3.62461
H 2.72701 9.86286 -1.74503
H 3.39593 11.55871 -1.97486
H -1.00571 12.07647 -0.87810
H -0.35137 11.50181 0.58896
H -1.60930 10.57294 -0.34540
C 3.11300 -5.19214 -6.75307
C 4.43017 -5.52290 -5.99228
O 5.60378 -5.35206 -6.87607
C 6.14616 -4.03395 -6.89484
C 7.10018 -3.89054 -8.05460
O 5.75680 -3.02175 -6.23072
H 3.04589 -4.27141 -7.33259
H 2.20397 -5.34045 -6.17018
H 2.89943 -5.92829 -7.52803
H 4.54348 -4.90933 -5.09853
H 4.40445 -6.55573 -5.64485
H 7.18712 -4.88764 -8.48626
H 8.01784 -3.60321 -7.54133
H 6.71946 -3.08875 -8.68728
C 8.05648 -1.17712 4.02427
C 8.72058 -1.48608 5.35287
O 7.87094 -1.63037 6.39593
C 6.97926 -0.58403 6.82636
C 6.32847 -1.00377 8.15428
O 6.75036 0.51119 6.24914
H 8.64580 -1.19835 3.10757
H 7.66355 -0.16091 3.99249
H 7.12574 -1.70197 3.80896
H 9.23819 -2.44219 5.27520
H 9.48668 -0.72788 5.51510
H 6.63576 -0.34319 8.96502
H 6.74299 -1.97531 8.42335
H 5.24460 -0.91242 8.08369
C -5.01010 -0.88427 -9.97455
C -4.41911 -1.46259 -8.71809
C -4.64447 -0.62880 -7.52980
O -3.67820 -2.47930 -8.70572
H -5.64068 -1.66609 -10.39790
H -4.19063 -0.53959 -10.60524
H -5.62048 -0.02159 -9.70749
H -4.38048 0.41477 -7.70115
H -4.01985 -0.98055 -6.70869
H -5.68865 -0.55788 -7.22527
C 1.02764 4.01374 -9.28094
C 1.40301 2.53114 -9.17890
C 1.91950 1.96629 -7.90536
O 1.43242 1.84364 -10.15087
H 0.03765 4.17040 -9.70927
H 1.71451 4.58418 -9.90616
H 0.85509 4.37148 -8.26588
H 1.48479 0.99483 -7.67001
H 1.73174 2.49755 -6.97230
H 2.99165 1.97759 -8.10150
Br -8.94163 -2.45798 6.18666
C -9.86715 -0.67854 5.86606
C -8.80030 0.49977 5.83421
Br -7.78620 0.55975 7.47180
H -10.60889 -0.41438 6.61981
H -10.48721 -0.70161 4.96990
H -9.18982 1.47888 5.55544
H -8.12660 0.16020 5.04750
Br 5.97809 5.06914 0.00645
C 6.24322 5.58384 1.89956
C 7.74976 5.94252 2.11438
Br 8.44618 7.36639 0.86003
H 5.99016 4.70768 2.49655
H 5.51713 6.37123 2.10182
H 8.32317 5.02364 1.99207
H 7.87529 6.27122 3.14603
*
```

Here are the Löwdin charges for atoms 1 to 8, given in e: -0.066 -0.175 0.009 -0.602 0.006 0.112 0.066 0.074


No. 2
Below is C42H86Cl4Li3O27 as an isolated structure in a non-equilibrium geometry, with properties calculated with ωB97M-V/def2-TZVPD.

For the frontier orbital gap, the calculation gives 8.590 eV. The molar mass comes out at 1185.758 u. The value obtained for the electronic energy is -5545.786158 a.u. The HOMO energy comes out at -6.85 eV.

Structure (ORCA input):
```
! wB97M-V def2-TZVPD RIJCOSX def2/J DEFGRID3
* xyz -1 1
Li 0.00794 -2.75741 1.23409
Li -1.80611 2.11134 -0.43275
Li -4.90471 -3.97189 1.30834
Cl -0.23982 -0.23049 -0.33470
O -0.70414 0.17239 -1.56248
O -0.09358 0.91841 0.49317
O -1.27598 -1.14370 0.08659
O 0.95133 -0.94679 -0.40596
Cl -5.24071 -1.14475 2.31250
O -6.32211 -1.21546 3.31022
O -4.53379 0.12404 2.32357
O -4.22817 -2.17079 2.44142
O -5.84818 -1.34791 1.02554
Cl 0.41943 3.88345 -2.96310
O -0.52608 3.55062 -1.86697
O 0.12058 3.00708 -4.06750
O 0.39023 5.26650 -3.29026
O 1.76903 3.60761 -2.56503
Cl -2.25410 -5.43967 1.97222
O -1.70978 -6.78605 1.79564
O -3.68835 -5.56091 1.99831
O -1.82758 -4.89157 3.20210
O -2.02878 -4.47784 0.91999
C 2.20792 4.77271 0.57294
C 2.93822 4.97107 1.89047
C 3.66643 6.30025 1.65982
O 2.63853 7.06543 0.89545
C 1.82634 6.16606 0.08081
H 1.31756 4.14522 0.61339
H 2.80325 4.30745 -0.21269
H 3.69021 4.20935 2.09635
H 2.24271 5.19803 2.69846
H 4.50017 6.06926 0.99677
H 3.99178 6.68137 2.62780
H 1.78725 6.32417 -0.99695
H 0.81880 6.31607 0.46873
C -0.19720 -3.41740 -3.59062
C 1.12959 -4.18381 -3.61392
C 1.61245 -4.00705 -2.15758
O 0.47006 -4.21893 -1.38159
C -0.72432 -3.83750 -2.18792
H -0.86759 -3.56800 -4.43678
H -0.01685 -2.34847 -3.47678
H 1.90469 -3.81412 -4.28522
H 0.93049 -5.21545 -3.90406
H 2.03736 -3.00549 -2.09128
H 2.31248 -4.80355 -1.90530
H -1.16902 -2.91261 -1.82063
H -1.49624 -4.60588 -2.14531
C -0.61162 -0.46970 4.95245
C 0.41824 -1.47508 5.42768
C 0.87198 -2.09980 4.13686
O -0.24498 -2.06148 3.20811
C -1.21607 -1.03444 3.63107
H -0.17828 0.49004 4.67101
H -1.46146 -0.27508 5.60666
H -0.07378 -2.19932 6.07691
H 1.26866 -1.01334 5.92935
H 1.18755 -3.14104 4.20254
H 1.69423 -1.54927 3.67978
H -2.22591 -1.42856 3.74519
H -1.34527 -0.21540 2.92355
C 4.71927 1.89031 -1.07363
C 4.80629 0.44781 -0.57573
C 5.08355 0.53037 0.96725
O 5.57534 1.89513 1.10802
C 5.59427 2.69970 -0.11305
H 3.72442 2.32954 -0.99960
H 5.11963 1.94980 -2.08569
H 5.69679 -0.04996 -0.95956
H 3.91859 -0.13902 -0.81174
H 5.81695 -0.20231 1.30403
H 4.16421 0.45909 1.54848
H 6.54057 2.92266 -0.60592
H 5.04394 3.63087 0.02176
C 4.19045 -0.35482 -5.08730
C 3.17853 -0.64480 -3.92068
C 1.94756 0.00584 -4.48967
O 2.45813 1.12666 -5.24462
C 3.78762 0.98559 -5.54872
H 4.15081 -1.08764 -5.89322
H 5.22691 -0.27367 -4.75978
H 3.52264 -0.12608 -3.02592
H 2.93971 -1.67928 -3.67382
H 1.16680 0.44542 -3.86895
H 1.37599 -0.50319 -5.26574
H 4.32353 1.68963 -4.91214
H 4.02051 1.21832 -6.58781
C -5.50493 -5.11828 -2.79490
C -4.85632 -3.77434 -2.95468
C -4.54241 -3.37023 -1.53827
O -5.12366 -4.35662 -0.69922
C -5.26813 -5.59271 -1.38395
H -5.02828 -5.83735 -3.46113
H -6.54975 -5.03658 -3.09456
H -5.51008 -2.98819 -3.33236
H -3.89633 -3.84205 -3.46648
H -4.97792 -2.41838 -1.23427
H -3.46549 -3.44172 -1.38591
H -6.03336 -6.24645 -0.96545
H -4.35467 -6.18436 -1.32359
C -1.86247 -0.22049 -5.13623
C -2.89861 0.51289 -5.97536
C -4.10114 -0.56267 -5.88429
O -3.91824 -1.24643 -4.60090
C -2.72750 -0.72384 -3.99571
H -1.06858 0.44285 -4.79299
H -1.31706 -0.94944 -5.73561
H -2.51541 0.65916 -6.98525
H -3.07498 1.44847 -5.44461
H -4.08641 -1.23122 -6.74506
H -5.00097 0.05115 -5.92468
H -2.20567 -1.41446 -3.33327
H -2.91752 0.16911 -3.40020
C -2.13206 5.14993 2.83267
C -1.48877 3.93084 3.32243
C -2.14179 2.92628 2.55290
O -1.93395 3.49716 1.20649
C -2.12261 4.98648 1.34825
H -1.71345 6.11996 3.10080
H -3.11383 5.07906 3.30084
H -1.52967 3.83065 4.40704
H -0.44569 3.94910 3.00658
H -3.16469 2.66341 2.82245
H -1.59626 2.02034 2.81704
H -3.11390 5.29628 1.01742
H -1.36210 5.57173 0.83133
C 3.84299 -4.19060 1.90604
C 3.01826 -5.20310 2.67156
C 1.67525 -5.29124 1.90685
O 1.48263 -3.96689 1.52741
C 2.75082 -3.37839 1.19605
H 4.44535 -4.71944 1.16740
H 4.37809 -3.41128 2.44866
H 2.87941 -4.87765 3.70253
H 3.49220 -6.18407 2.63685
H 0.93508 -5.60179 2.64428
H 1.63682 -5.85046 0.97203
H 2.69794 -2.41217 1.69777
H 2.89891 -3.41597 0.11681
C 1.31337 2.16971 6.40298
C 2.07404 2.19113 5.14211
C 2.69917 3.60100 5.22323
O 2.95777 3.84022 6.59301
C 2.03499 3.12927 7.34356
H 1.28187 1.18906 6.87779
H 0.27500 2.42599 6.19273
H 1.39911 2.02397 4.30269
H 2.84015 1.41915 5.21433
H 2.07641 4.37899 4.78166
H 3.66145 3.61215 4.71139
H 1.31346 3.76444 7.85742
H 2.68109 2.60226 8.04563
C -3.56013 2.89410 -2.69366
C -4.60759 2.37268 -1.65833
O -3.87564 1.89629 -0.51773
H -3.32293 3.95302 -2.59095
H -3.96474 2.83207 -3.70387
H -2.61066 2.35878 -2.68759
H -5.15292 1.51606 -2.05446
H -5.34627 3.12336 -1.37736
H -4.59406 1.62236 0.05710
*
```

Here are the Löwdin charges for atoms 1 to 8, given in e: 0.647 0.652 0.725 0.557 -0.316 -0.332 -0.353 -0.307


No. 3
Below is a 5-piece molecular cluster, C42H89BN2O13P overall in a non-equilibrium geometry, with properties calculated with ωB97M-V/def2-TZVPD.

For the frontier orbital gap, the calculation gives 8.361 eV. The molar mass comes out at 871.961 u. The value obtained for the electronic energy is -3107.071971 a.u. The HOMO energy comes out at -10.41 eV.

Structure (ORCA input):
```
! wB97M-V def2-TZVPD RIJCOSX def2/J DEFGRID3
* xyz 1 1
C 0.98929 -4.02449 3.22718
C 1.28971 -3.25207 2.34188
C 1.78918 -2.44051 1.12170
C 1.44665 -0.95986 1.57650
C 1.57603 -0.71547 3.13427
C 1.73802 0.85969 3.33849
C 0.46913 1.58895 2.82050
N 0.57128 3.08314 3.03461
C -0.75015 3.61997 3.40202
C 1.01091 3.61142 1.77047
C 2.35595 3.17140 1.07249
O 0.36529 4.45543 1.17914
N 3.27050 -2.63595 0.89697
C 4.04689 -3.36960 1.93003
C 5.59473 -3.43431 1.66097
C 6.19919 -2.19210 0.93312
C 5.96770 -0.83893 1.64698
O 6.26597 0.17651 1.05412
O 5.40847 -0.74978 2.89806
C 3.38024 -3.07320 -0.54107
C 1.99024 -2.77176 -1.25504
C 2.17452 -1.27600 -1.71791
C 0.95780 -0.62828 -2.47960
C 1.52475 0.26795 -3.64179
C 0.37458 0.64299 -4.66068
C 0.95757 -3.07653 -0.05920
B 0.79504 -4.70344 -0.07065
O -0.17919 -5.38639 0.65690
O 1.61795 -5.51346 -0.86999
C 0.92923 -6.67334 -1.38263
P -0.81748 -2.47502 -0.31745
C -1.74104 -2.27945 1.30249
C -2.80676 -1.14387 1.10329
C -1.78462 -3.59921 -1.44469
C -1.17364 -3.78209 -2.88715
H 0.55931 -4.50433 4.10521
H 2.12182 -0.19999 1.11003
H 0.41207 -0.66587 1.30960
H 0.64165 -0.98068 3.67728
H 2.48800 -1.17307 3.56949
H 2.67749 1.14178 2.82147
H 1.85797 0.99490 4.44004
H 0.29457 1.45502 1.72228
H -0.43881 1.16989 3.31415
H -1.48944 3.60198 2.56144
H -1.19636 2.99619 4.21337
H -0.68962 4.65854 3.79960
H 2.17152 2.32968 0.36111
H 2.71389 4.04781 0.49008
H 3.15795 2.93959 1.80320
H 3.59124 -1.65963 0.85155
H 3.68070 -4.41929 1.99826
H 3.90013 -2.86347 2.90965
H 6.07674 -3.47391 2.66791
H 5.82782 -4.40565 1.17695
H 5.88658 -2.06547 -0.12100
H 7.30604 -2.34165 0.90481
H 5.29244 0.21253 3.04050
H 3.63348 -4.15868 -0.49885
H 4.13809 -2.58272 -1.18122
H 1.87655 -3.39411 -2.16708
H 2.47086 -0.57628 -0.90394
H 3.02759 -1.27829 -2.44443
H 0.18466 -1.34706 -2.81051
H 0.45681 0.07864 -1.77242
H 2.31406 -0.27486 -4.20856
H 2.01814 1.14910 -3.17144
H 0.78231 0.55445 -5.68849
H -0.45715 -0.07406 -4.49110
H 0.01136 1.68159 -4.49312
H -0.61925 -4.79910 1.29183
H 0.85828 -7.50063 -0.63874
H -0.06368 -6.44701 -1.82372
H 1.56146 -7.07454 -2.21177
H -2.20605 -3.23055 1.67219
H -1.08544 -1.94091 2.13958
H -2.32737 -0.13887 1.01345
H -3.49244 -1.06184 1.98010
H -3.39086 -1.30964 0.16685
H -2.78133 -3.11078 -1.57400
H -2.01742 -4.60100 -1.00227
H -1.20956 -4.86984 -3.13745
H -1.85454 -3.29761 -3.62413
H -0.12763 -3.44041 -2.99899
C 4.75341 0.26910 -6.70000
O 3.40668 0.41746 -7.12177
C 3.30343 0.98262 -8.42517
C 3.03361 -0.08123 -9.47496
O 4.13706 -0.96758 -9.61561
C 3.94300 -2.19822 -8.93845
H 4.76542 -0.39505 -5.83463
H 5.38048 -0.16587 -7.48109
H 5.16067 1.24080 -6.40197
H 4.20283 1.55442 -8.67306
H 2.45815 1.67748 -8.40645
H 2.89189 0.40985 -10.44189
H 2.11862 -0.63480 -9.24093
H 3.25660 -2.83264 -9.50987
H 3.55069 -2.05168 -7.92922
H 4.90851 -2.70085 -8.87046
C 3.13943 6.68409 1.97256
O 4.03675 5.86424 2.70970
C 5.38186 5.98253 2.26112
C 6.19416 6.89375 3.16549
O 5.73422 8.23622 3.10081
C 4.91190 8.58996 4.20272
H 2.20275 6.74363 2.52670
H 3.52631 7.69667 1.84236
H 2.93950 6.23028 0.99677
H 5.41689 6.33336 1.22474
H 5.81934 4.97880 2.29162
H 7.23252 6.89373 2.82057
H 6.18180 6.52809 4.19728
H 5.53223 8.75994 5.08933
H 4.16686 7.82140 4.41973
H 4.39664 9.51799 3.95360
C -9.41381 -2.64812 -0.06231
O -8.86946 -1.78797 -1.05183
C -8.23629 -0.64227 -0.49704
C -6.72502 -0.80543 -0.46596
O -6.33060 -1.83812 0.43418
C -6.02141 -3.04957 -0.23272
H -9.63858 -3.60496 -0.53342
H -8.71450 -2.82018 0.75934
H -10.34308 -2.22372 0.33069
H -8.62653 -0.42524 0.50223
H -8.48354 0.20470 -1.14378
H -6.27861 0.12453 -0.10034
H -6.33302 -0.99514 -1.47047
H -5.03479 -2.97184 -0.70742
H -6.76938 -3.30358 -0.98637
H -5.98873 -3.84610 0.51209
C -9.37832 3.14154 5.09266
O -8.16951 2.40813 5.22772
C -8.19196 1.17587 4.52085
C -7.44486 1.27647 3.20213
O -8.10323 2.15866 2.29775
C -7.49345 3.43974 2.25133
H -9.19331 4.16164 5.42860
H -9.72322 3.17323 4.05686
H -10.15543 2.69950 5.72429
H -9.22034 0.83726 4.35974
H -7.68918 0.43606 5.15206
H -7.42871 0.28814 2.73068
H -6.40803 1.58910 3.36410
H -6.57077 3.39089 1.66171
H -7.26942 3.82143 3.24949
H -8.18558 4.12459 1.76055
*
```

Here are the Löwdin charges for atoms 1 to 8, given in e: 0.176 -0.101 -0.293 -0.115 -0.171 -0.162 -0.179 -0.100